Below is an isolated molecule of C10H8N2O, with properties calculated with the ωB97M-V functional and the def2-TZVPD basis.

Cartesian coordinates (Å):
O (3.66362, -1.61579, 0.42283)
C (2.79061, -0.67686, 0.05265)
C (3.16239, 0.62518, -0.24183)
N (2.30797, 1.61956, -0.24231)
C (1.04144, 1.34643, -0.32702)
C (0.47014, 0.01604, -0.23461)
C (-1.00393, -0.03743, -0.26006)
C (-1.79191, 1.02374, 0.27696)
C (-3.09308, 0.83046, 0.44277)
C (-3.62347, -0.39874, 0.12580)
N (-2.99930, -1.48899, -0.27088)
C (-1.56991, -1.31066, -0.47185)
C (1.36162, -1.02262, 0.01383)
H (4.49987, -1.14564, 0.69684)
H (4.25417, 0.88387, -0.02363)
H (0.48276, 2.25033, -0.46581)
H (-1.27390, 2.02374, 0.50817)
H (-3.77682, 1.63353, 0.71919)
H (-4.69662, -0.43106, 0.19156)
H (-1.12901, -2.11750, -0.96539)
H (0.92335, -2.00758, 0.05281)

## Properties
SMILES: Oc1cncc(-c2cccnc2)c1
Energy above the lowest of the compared OMol25 structures with the same formula, charge and spin, kJ/mol: 121.32

---

Below is a structure of composition C10H8N2O5PmSe, with properties calculated with the ωB97M-V functional and the def2-TZVPD basis.

Cartesian coordinates (Å):
O (2.84731, 2.28651, -3.98935)
C (2.32399, 1.90082, -3.03673)
Pm (1.14441, 1.02714, -0.95535)
O (3.62521, 3.65894, 0.10704)
C (2.86041, 2.84915, -0.20800)
C (-0.00461, -0.36250, -2.60447)
O (-0.51401, -0.99023, -3.43608)
C (3.19256, -0.44527, -1.14563)
O (4.13748, -1.09593, -1.31012)
C (-0.25486, 3.01696, -1.65271)
O (-0.86505, 3.92392, -2.04870)
C (-2.65005, 1.01576, 1.08455)
N (-1.96732, -0.26695, 1.15574)
C (-2.58684, -1.50384, 1.09874)
C (-1.62073, -2.44102, 1.20083)
N (-0.41136, -1.77979, 1.31926)
C (0.88214, -2.43071, 1.45677)
C (-0.62180, -0.42806, 1.33160)
Se (0.63122, 0.91008, 1.80566)
H (-3.26057, 1.05531, 0.16587)
H (-1.90187, 1.82848, 1.07054)
H (-3.31627, 1.16065, 1.95413)
H (-3.64806, -1.58641, 0.97731)
H (-1.67688, -3.51025, 1.18678)
H (0.94149, -3.00277, 2.40046)
H (1.03862, -3.12620, 0.61350)
H (1.67542, -1.66379, 1.45838)

## Properties
Charge: +3
Energy, eV: -105587.097
2S+1: 5

---

Below is a structure of composition C10H8N3O6Rh, with properties calculated with the ωB97M-V functional and the def2-TZVPD basis.

Cartesian coordinates (Å):
O (-0.07272, 3.22587, -3.89084)
C (-0.06805, 2.51575, -2.98438)
Rh (-0.06583, 1.26635, -1.51587)
O (-0.06902, 3.62985, 0.47372)
C (-0.06584, 2.75214, -0.27109)
C (-0.05734, -0.33378, -2.86546)
O (-0.14959, -1.47775, -2.57691)
C (1.81623, 1.12099, -1.65133)
O (2.95681, 1.05633, -1.76531)
C (-1.93627, 1.10864, -1.65618)
O (-3.07824, 1.02155, -1.76421)
H (0.04039, -0.01608, -3.95839)
C (1.85663, -2.83049, 1.62119)
N (0.84107, -1.76378, 1.46270)
C (-0.04723, -1.54368, 2.44653)
C (-0.96994, -0.56925, 2.34698)
C (-1.04032, 0.29452, 1.20003)
N (-0.16273, 0.06483, 0.25295)
C (0.80969, -0.96285, 0.30112)
O (1.64595, -1.19893, -0.61196)
N (-1.99176, 1.23972, 1.25053)
H (1.33447, -3.78618, 1.76833)
H (2.44529, -2.61118, 2.52043)
H (2.52211, -2.91089, 0.77403)
H (0.00064, -2.17525, 3.33514)
H (-1.67015, -0.41617, 3.16105)
H (-2.63220, 1.33168, 2.04993)
H (-2.19206, 1.96805, 0.54726)

## Properties
Charge: +2
Energy above the lowest of the compared OMol25 structures with the same formula, charge and spin, kJ/mol: 138.94
2S+1: 5

---

Below is a cluster of 2 separate species, C10H8N4 in total, with properties calculated with the ωB97M-V functional and the def2-TZVPD basis.

Cartesian coordinates (Å):
C (-0.17526, 0.18476, -2.71117)
C (-3.54414, -0.81146, 0.31617)
C (-2.65090, 0.30206, 0.07709)
C (4.09150, 0.65684, 0.79661)
C (3.93374, 0.35138, -0.53517)
C (2.88625, 0.80398, 1.47737)
C (-3.05293, -1.86922, -0.49629)
C (-1.81339, -0.07900, -1.03370)
C (1.66600, 0.40183, -0.38402)
C (-0.81982, 0.68078, -1.56099)
N (0.31931, -0.14902, -3.69507)
N (2.76240, 0.20138, -1.12296)
N (1.70975, 0.75073, 0.90568)
N (-2.14495, -1.37457, -1.32414)
H (-4.40634, -0.84949, 0.89817)
H (-2.60242, 1.27495, 0.59640)
H (4.97833, 0.71445, 1.36699)
H (4.83605, 0.02798, -1.11961)
H (2.92299, 1.03850, 2.45715)
H (-3.67708, -2.71097, -0.87130)
H (-0.69289, 1.73994, -1.33581)
H (-1.47113, -2.07192, -1.76028)

## Properties
Energy above the lowest of the compared OMol25 structures with the same formula, charge and spin, kJ/mol: 389.58

---

Below is an isolated molecule of C10H8N4O4S, with properties calculated with the ωB97M-V functional and the def2-TZVPD basis.

Cartesian coordinates (Å):
C (2.44992, 4.38300, -2.28147)
C (2.39137, 3.12968, -1.50721)
N (3.32323, 2.17428, -1.48476)
N (3.06015, 1.11465, -0.69236)
C (1.83992, 1.09694, -0.17279)
N (1.30552, 0.17029, 0.72854)
N (0.06210, 0.20129, 0.99671)
C (-0.54992, -0.70246, 1.64428)
C (-1.75953, -0.31748, 2.25084)
C (-2.79607, -1.23891, 2.50148)
C (-2.60419, -2.64717, 2.24761)
O (-3.43168, -3.41690, 1.84554)
C (-1.26305, -3.13290, 2.14743)
C (-0.99862, -4.45156, 2.39925)
O (0.24876, -4.87686, 2.11350)
O (-1.95051, -5.27048, 2.83904)
C (-0.10551, -2.12059, 1.90181)
O (1.05113, -2.52094, 1.67923)
S (0.93056, 2.60839, -0.61208)
H (1.76070, 5.14903, -1.81723)
H (2.09330, 4.21696, -3.27949)
H (3.43754, 4.87983, -2.23224)
H (1.82155, -0.75043, 0.89815)
H (-1.90782, 0.71458, 2.35340)
H (-3.80063, -0.93834, 2.81185)
H (0.75438, -4.10037, 1.88786)
H (-2.83659, -4.96512, 2.54054)

## Properties
SMILES: Cc1nnc(N/N=C2/C=CC(=O)C(=C(O)O)C2=O)s1
Energy, eV: -35482.219

---

Strongest force on any atom (computed, eV/A): 5.8 8.0 7.5 4.3 5.4